A 9-piece molecular cluster, C37H57N3O9S overall in a non-equilibrium geometry, computed with ωB97M-V/def2-TZVPD.

Structure (XYZ):
```
107
Properties=species:S:1:pos:R:3:forces:R:3:mulliken_charge:R:1
N 2.4750 2.3785 0.9355 -0.3 -0.1 0.0 -0.570
C 2.6209 1.4072 1.5301 1.3 -0.1 0.7 -0.156
C 3.0752 0.2372 2.3497 -1.1 -0.2 0.0 0.693
C 2.2317 0.1083 3.6625 0.1 0.6 0.0 -1.392
C 0.8744 0.8317 3.5314 -0.2 -1.2 -0.5 -0.202
O 0.6825 1.8908 4.0573 0.4 0.2 -0.1 -0.470
C -0.1489 0.1192 2.6689 0.5 -0.3 0.5 0.954
C -1.0022 0.8254 1.8215 -0.6 -0.2 -0.4 -0.217
C -1.9198 0.1398 1.0128 0.5 -0.8 0.5 -1.031
C -1.9546 -1.2611 1.0660 0.2 -0.1 0.3 -0.326
C -1.1208 -1.9795 1.9349 0.2 0.8 0.3 -0.646
C -0.2122 -1.2885 2.7493 -0.8 0.2 -1.0 -0.246
C 3.0087 -1.0550 1.4608 0.1 0.2 -1.1 0.561
C 2.2706 -0.8000 0.1672 -0.1 -1.1 0.9 -0.030
N 1.6934 -0.8538 -0.8239 0.1 0.4 0.0 -0.442
N 4.3831 -1.5312 1.0919 -0.7 1.0 -0.9 -0.639
C 5.0373 -0.7403 0.4260 1.7 0.5 1.3 0.488
S 6.0981 0.3568 -0.0041 -1.0 -0.9 -0.3 -0.261
H 4.1076 0.3865 2.6756 -0.1 0.1 -0.4 0.528
H 2.1295 -0.9496 3.9071 0.0 0.2 0.0 0.509
H 2.7711 0.6017 4.4765 -0.1 -0.1 -0.1 0.399
H -0.9868 1.9084 1.7541 0.3 -0.1 0.2 0.500
H -2.5937 0.6567 0.3398 0.1 0.1 0.1 0.426
H -2.6324 -1.8430 0.4490 0.0 0.2 -0.1 0.387
H -1.1600 -3.0609 1.9925 -0.1 0.1 -0.2 0.431
H 0.4100 -1.8801 3.4100 0.0 0.2 0.1 0.427
H 2.5334 -1.8926 1.9716 -0.1 0.3 0.0 0.276
C -1.4225 3.5271 4.8256 -0.6 0.1 -0.1 -0.477
C -2.7709 3.7020 5.4753 -0.1 0.0 -0.1 0.609
C -2.8166 4.4712 6.7738 -0.6 -0.2 0.0 -0.541
O -3.7781 3.2452 4.9783 0.0 0.0 0.0 -0.610
H -1.5377 2.9608 3.9083 -0.1 0.0 0.0 0.105
H -0.9956 4.5034 4.5896 0.2 0.0 0.2 0.294
H -0.7575 2.9898 5.4926 0.1 0.2 0.1 0.240
H -2.4479 5.4836 6.6200 0.2 -0.1 0.1 -0.217
H -2.2105 3.9719 7.5255 0.2 0.2 0.0 0.270
H -3.8466 4.5199 7.1266 0.0 0.0 -0.1 0.367
C -1.9157 -6.3097 -1.6286 0.2 0.2 0.3 -0.889
C -2.1172 -5.5228 -0.3643 0.3 0.0 -0.1 0.825
C -3.3830 -5.7758 0.4179 0.1 0.2 0.2 -1.136
O -1.2931 -4.7132 0.0062 -0.1 0.1 0.2 -0.517
H -0.9702 -6.0204 -2.0822 0.0 0.0 0.0 0.240
H -1.8889 -7.3784 -1.4068 -0.2 0.0 -0.1 0.357
H -2.7175 -6.0996 -2.3311 0.0 -0.2 0.0 0.205
H -3.4238 -6.8193 0.7332 -0.1 0.0 -0.1 0.372
H -4.2535 -5.5442 -0.1973 0.0 -0.2 0.0 0.318
H -3.3971 -5.1401 1.3021 0.0 0.0 0.0 0.264
C -4.2415 -5.4375 -6.4038 -0.1 -0.2 0.2 -1.177
C -3.0848 -5.4464 -5.4374 0.2 0.0 0.2 0.721
C -1.9209 -4.5486 -5.7431 0.0 0.0 0.2 -0.726
O -3.0888 -6.1466 -4.4456 -0.3 -0.1 -0.2 -0.597
H -5.0083 -6.1287 -6.0580 0.0 0.0 0.0 0.313
H -4.6691 -4.4356 -6.4633 0.1 0.0 -0.2 0.340
H -3.9014 -5.7509 -7.3917 0.0 0.2 -0.1 0.314
H -2.2468 -3.5076 -5.7720 0.0 0.0 -0.2 0.302
H -1.4778 -4.8241 -6.6990 -0.1 0.2 -0.1 0.237
H -1.1697 -4.6608 -4.9623 0.0 0.0 0.0 0.272
C 2.1003 -6.1381 -8.6822 -0.1 0.2 0.0 -0.924
C 0.9112 -6.8311 -8.0653 -0.1 0.1 0.0 0.756
C 1.0149 -8.3208 -7.8531 -0.3 0.0 0.1 -1.130
O -0.0827 -6.2171 -7.7540 0.0 -0.1 -0.1 -0.521
H 1.8892 -5.0746 -8.7761 0.0 0.0 0.0 0.148
H 2.9789 -6.2694 -8.0485 0.1 -0.1 -0.1 0.337
H 2.2981 -6.5481 -9.6738 0.1 -0.1 0.1 0.332
H 1.8471 -8.5453 -7.1841 0.1 -0.1 -0.1 0.335
H 1.1662 -8.8243 -8.8093 0.2 0.0 0.0 0.331
H 0.0938 -8.6866 -7.4041 0.0 0.0 0.0 0.287
C 1.6450 -1.6659 -7.1582 -0.2 -0.3 -0.5 -1.073
C 0.2391 -1.5341 -6.6343 -0.1 0.0 0.0 0.914
C 0.0747 -0.9179 -5.2679 -0.3 -0.1 0.0 -1.109
O -0.7208 -1.9054 -7.2738 0.0 0.0 0.0 -0.577
H 1.6198 -2.1238 -8.1469 -0.1 0.0 0.0 0.325
H 2.1042 -0.6853 -7.2334 0.1 0.0 0.2 0.296
H 2.2328 -2.2970 -6.4905 0.1 0.2 0.1 0.288
H 0.4726 0.0965 -5.2676 0.2 -0.1 0.1 0.294
H 0.5997 -1.5158 -4.5215 0.2 0.2 0.0 0.316
H -0.9834 -0.8842 -5.0125 0.0 0.0 0.0 0.347
C 2.4090 5.0739 7.2522 -0.1 -0.1 -0.2 -1.034
C 1.0628 5.2558 7.9082 -0.1 0.0 0.0 0.739
C 1.0242 6.0304 9.2019 -0.3 -0.1 0.0 -1.198
O 0.0564 4.7993 7.4154 0.2 0.1 0.1 -0.396
H 2.2887 4.5012 6.3342 0.0 0.0 0.0 0.198
H 2.8399 6.0463 7.0082 0.1 0.0 0.1 0.335
H 3.0798 4.5328 7.9216 0.1 0.2 0.0 0.345
H 1.3957 7.0439 9.0418 0.1 0.0 0.1 0.339
H 1.6357 5.5302 9.9545 0.1 0.1 0.0 0.387
H -0.0016 6.0849 9.5608 0.0 0.0 0.0 0.277
C -4.2950 9.5062 6.7839 -0.1 0.1 0.2 -1.076
C -2.9805 9.1588 7.4373 0.0 0.0 0.1 0.822
C -1.9224 8.5347 6.5617 0.2 0.0 0.2 -0.776
O -2.7824 9.3705 8.6111 0.0 0.0 0.0 -0.558
H -4.9607 9.9452 7.5239 0.0 0.0 0.0 0.298
H -4.1339 10.2278 5.9813 0.0 -0.1 -0.1 0.317
H -4.7603 8.6056 6.3799 0.0 0.0 -0.2 0.304
H -1.6584 9.2151 5.7505 -0.1 -0.1 -0.1 0.399
H -2.2882 7.5941 6.1497 0.0 0.1 -0.2 0.126
H -1.0333 8.3360 7.1572 0.0 0.0 0.0 0.159
C 3.7412 2.6131 -5.7226 -0.2 -0.1 -0.2 -1.178
C 3.6527 1.2839 -5.0158 0.0 -0.1 0.0 0.778
C 4.3445 1.1654 -3.6819 -0.1 -0.3 0.0 -1.063
O 3.0502 0.3505 -5.4985 0.1 0.2 0.1 -0.455
H 3.2015 2.5584 -6.6661 0.0 0.0 0.0 0.287
H 3.2946 3.3938 -5.1052 0.2 0.1 0.0 0.329
H 4.7847 2.8581 -5.9265 0.0 0.1 0.1 0.355
H 3.9231 1.8845 -2.9778 0.1 0.1 0.0 0.332
H 5.4139 1.3487 -3.7988 0.0 0.2 0.1 0.356
H 4.1995 0.1618 -3.2873 0.0 0.0 0.0 0.250
```
Forces are in eV/Å.

HOMO level   -8.861 eV
Orbital gap   8.38 eV
DFT total energy   -2683.5811 hartree

C37H58Br4N4O5PSbSi4SnTe as an isolated structure, computed with ωB97M-V/def2-TZVPD.

Structure (XYZ):
```
116
Properties=species:S:1:pos:R:3:forces:R:3:mulliken_charge:R:1
Sn 0.7378 -0.4123 0.3865 -0.2 -0.1 -0.4 0.213
Br 3.3904 4.6262 2.3631 0.0 0.0 0.0 -0.275
C 1.6951 4.1049 3.0509 -0.1 -0.1 0.0 -0.067
C 1.1006 4.8977 4.0258 0.0 0.0 0.0 -0.273
C -0.1217 4.5698 4.5537 0.0 0.0 0.0 0.061
Br -0.8801 5.7103 5.8880 0.0 0.0 0.0 -0.333
C -0.8008 3.4021 4.1301 0.0 0.0 0.0 0.978
C -2.0564 2.9790 4.6226 0.0 0.0 0.0 -1.015
C -2.6181 1.8206 4.1606 0.0 0.0 0.0 -0.972
C -1.9226 1.0698 3.1950 0.0 0.0 0.0 -0.376
N -0.7659 1.4431 2.7090 0.0 0.1 0.0 1.436
C -0.1900 2.5840 3.1399 0.0 0.0 0.0 -1.099
C 1.1122 2.9220 2.5174 0.0 0.0 0.0 0.556
O 1.6229 2.2131 1.6297 0.1 0.1 0.0 -0.121
H 1.6139 5.7874 4.3659 0.0 0.0 0.0 0.403
H -2.5581 3.5802 5.3690 0.0 0.0 0.0 0.275
H -3.5776 1.4764 4.5301 0.0 0.0 0.0 0.454
H -2.3306 0.1342 2.8137 0.0 0.0 0.0 0.112
Br 1.1207 3.6175 -3.2315 0.1 0.3 0.2 -0.275
C 2.5094 2.5259 -2.5382 0.0 0.0 0.0 0.276
C 3.8285 2.8557 -2.8653 0.1 -0.1 0.0 -0.411
C 4.8813 2.1243 -2.3889 -0.1 0.0 0.0 -0.224
Br 6.6505 2.6063 -2.9061 0.0 0.0 0.0 -0.308
C 4.6613 1.0275 -1.5194 -0.1 0.0 0.0 1.758
C 5.6669 0.2256 -0.9375 0.0 0.0 0.0 -1.345
C 5.3243 -0.7906 -0.0875 0.0 0.1 -0.1 -0.958
C 3.9712 -1.0184 0.2018 0.1 0.0 0.0 -1.132
N 3.0196 -0.2910 -0.3372 0.0 0.1 0.2 0.727
C 3.3237 0.7147 -1.1903 -0.1 0.0 0.0 -0.920
C 2.1749 1.4349 -1.7282 0.2 0.0 0.0 -0.434
O 0.9955 1.0441 -1.4594 0.0 -0.1 0.1 1.022
H 4.0078 3.7020 -3.5132 0.0 0.0 0.0 0.440
H 6.7026 0.4302 -1.1702 0.0 0.0 0.0 0.313
H 6.0765 -1.4144 0.3763 0.0 0.0 0.0 0.551
H 3.6650 -1.8024 0.8826 0.0 0.0 0.0 0.720
C 3.4819 0.9870 4.0144 0.2 0.0 0.0 -0.671
C 2.9350 -0.2778 4.6253 0.0 -0.2 0.0 -0.301
O 3.5731 -1.4271 4.0110 -0.1 0.3 0.0 -0.379
P 2.6566 -2.5838 3.3808 -0.3 0.2 0.1 -0.649
O 1.6814 -2.0054 2.3934 0.2 -0.2 0.1 0.958
Te 1.7235 -3.9429 5.0924 0.0 0.0 -0.1 -0.488
O 3.7962 -3.3518 2.5434 0.2 -0.3 -0.1 -0.431
C 4.8092 -4.1771 3.1379 -0.1 0.2 -0.1 -0.337
C 4.9414 -5.4434 2.3218 0.0 0.0 -0.1 -1.210
H 3.0389 1.8613 4.4953 0.0 0.0 0.0 0.346
H 3.2390 1.0457 2.9546 0.0 0.0 0.0 -0.118
H 4.5680 1.0358 4.1398 -0.1 0.0 0.0 0.377
H 1.8534 -0.3379 4.4898 0.0 0.0 -0.1 0.142
H 3.1428 -0.3369 5.6945 0.0 0.0 0.0 0.355
H 4.5311 -4.4112 4.1636 -0.1 0.0 0.1 0.322
H 5.7438 -3.6092 3.1530 0.0 0.0 0.0 0.237
H 3.9962 -5.9875 2.3323 0.0 0.0 0.0 0.271
H 5.7238 -6.0839 2.7375 0.0 0.0 0.0 0.425
H 5.1922 -5.2107 1.2846 0.0 0.0 0.0 0.252
C -0.8382 -3.3708 -1.8872 -0.1 0.0 0.0 -0.697
Si 0.7891 -2.7160 -1.1395 0.1 0.0 0.0 1.245
C 2.0499 -2.7560 -2.5800 0.0 0.0 0.0 -1.289
C 1.3379 -4.2031 -0.0898 -0.1 -0.1 0.0 -0.955
H -0.6273 -4.2431 -2.5219 0.0 0.1 0.0 0.460
H -1.3924 -2.6395 -2.4805 0.1 0.0 0.0 -0.312
H -1.4962 -3.6921 -1.0723 0.0 0.0 -0.1 0.201
H 1.9375 -3.6851 -3.1550 0.0 0.1 0.0 0.462
H 3.0751 -2.7282 -2.1918 -0.1 0.0 0.0 0.263
H 1.9470 -1.9168 -3.2725 0.0 0.0 0.0 0.229
H 1.4120 -5.0943 -0.7290 0.0 0.0 0.1 0.430
H 0.6121 -4.4125 0.7047 0.1 0.0 -0.1 0.212
H 2.3033 -4.0444 0.3924 0.0 0.0 0.0 -0.009
C -5.5875 0.0362 -0.3776 -0.1 0.0 0.0 -1.109
Si -4.6678 -0.1632 -2.0144 0.0 0.0 0.1 0.977
C -4.9082 -1.9904 -2.4173 0.0 0.0 0.0 -1.082
C -5.6128 0.8426 -3.3034 0.0 0.0 0.0 -1.157
Sb -2.1822 0.3962 -1.7752 0.0 0.0 0.0 -1.051
Si -1.5833 0.3771 -4.2794 0.0 0.1 0.0 0.528
C -2.3875 1.7084 -5.3497 0.0 0.0 -0.1 -1.109
C -2.0791 -1.2558 -5.0826 0.1 -0.1 0.0 -1.087
C 0.2684 0.5170 -4.4949 0.1 0.0 -0.1 -0.065
Si -2.3954 2.9154 -1.2241 0.0 0.0 0.0 0.523
C -3.9621 3.1995 -0.2126 0.0 0.1 0.0 -1.271
C -0.9512 3.4726 -0.1752 0.1 -0.1 0.0 0.017
C -2.5724 4.0429 -2.7238 0.0 0.0 -0.1 -1.098
H -6.6550 -0.1253 -0.5733 0.0 0.0 0.0 0.340
H -5.4726 1.0107 0.0955 0.0 0.0 -0.1 0.258
H -5.2666 -0.7208 0.3420 0.0 0.0 0.0 0.292
H -5.9809 -2.2189 -2.3839 0.1 0.0 0.0 0.341
H -4.4055 -2.6136 -1.6709 0.0 0.0 -0.1 0.208
H -4.5295 -2.2882 -3.3948 0.0 0.0 0.0 0.293
H -6.6691 0.5477 -3.2910 0.0 0.0 0.0 0.405
H -5.2224 0.6709 -4.3104 0.0 0.0 0.1 0.227
H -5.5546 1.9160 -3.1012 0.0 -0.1 0.0 0.234
H -3.4293 1.4632 -5.5755 0.0 0.0 0.0 0.273
H -1.8381 1.7501 -6.2984 -0.1 0.0 0.0 0.383
H -2.3603 2.7009 -4.9007 0.0 -0.1 -0.1 0.232
H -3.1417 -1.4853 -5.0004 0.0 0.0 0.0 0.240
H -1.5106 -2.0928 -4.6698 -0.1 0.0 0.0 0.311
H -1.8365 -1.1777 -6.1502 0.0 0.0 0.1 0.432
H 0.6258 1.5455 -4.3926 -0.2 -0.4 -0.1 -0.022
H 0.5158 0.1572 -5.5018 0.0 0.0 0.0 0.507
H 0.7977 -0.0929 -3.7626 0.0 0.0 0.0 -0.643
H -3.9499 2.6249 0.7179 0.0 0.0 -0.1 0.236
H -4.8794 2.9715 -0.7620 0.1 0.0 0.0 0.327
H -3.9850 4.2631 0.0574 0.0 -0.1 0.0 0.448
H -1.3129 3.7120 0.8288 0.0 0.0 0.0 0.267
H -0.4946 4.3724 -0.5994 0.0 -0.1 0.0 0.528
H -0.1654 2.7177 -0.0777 -0.1 0.1 0.0 -0.443
H -3.4768 3.8108 -3.2938 0.0 0.0 0.0 0.260
H -1.7096 3.9825 -3.3939 -0.1 0.0 0.1 0.032
H -2.6470 5.0762 -2.3634 0.0 -0.1 0.0 0.397
N -1.1453 -2.6647 2.4554 0.2 0.0 0.0 0.749
C -2.0267 -3.3519 3.2005 0.1 0.0 0.0 -0.365
C -3.2176 -3.3565 2.5037 0.0 0.0 0.0 -1.169
C -2.9319 -2.6332 1.3298 0.0 0.0 0.0 -0.177
N -1.6718 -2.2183 1.3086 -0.1 -0.1 0.2 -0.011
H -0.1497 -2.4953 2.6409 -0.1 0.0 0.0 -0.313
H -1.7271 -3.7803 4.1438 0.0 0.0 0.0 0.359
H -4.1482 -3.8152 2.7973 0.1 0.0 0.0 0.435
H -3.5746 -2.4028 0.4944 0.0 0.0 0.0 0.013
```
Forces are in eV/Å.

HOMO level   -1.706 eV
ΔE to the lowest compared entry with this formula, charge and spin   120.53 kJ/mol
Total charge   -2
Orbital gap   5.34 eV
DFT total energy   -14558.2473 hartree

- The lowest DFT total energy belongs to which entry?
  C37H58Br4N4O5PSbSi4SnTe

- The highest DFT total energy belongs to which entry?
  C37H57N3O9S

- Number 2 is which compound?
  C37H58Br4N4O5PSbSi4SnTe